# 1
C43H53ClO14S | ωB97M-V with the def2-TZVPD basis set

Positions of all 112 atoms, in Å:
C  -1.193  -2.259  -1.552
C  -0.740  -0.878  -0.805
C  -0.411  0.173  -1.971
C  0.472  1.431  -1.520
C  1.105  2.154  -2.834
C  1.580  1.124  -0.419
C  1.700  2.140  0.775
C  2.753  1.930  1.893
Cl  2.909  3.078  3.323
C  3.748  0.712  1.908
S  4.961  0.442  3.276
C  3.649  -0.273  0.722
C  2.583  -0.052  -0.417
C  2.562  -1.145  -1.569
O  2.441  -0.929  -2.797
C  2.769  -2.673  -1.082
C  2.000  -3.883  -1.652
C  2.358  -5.297  -1.065
C  3.445  -5.502  0.045
C  4.220  -4.278  0.615
C  3.848  -2.888  0.045
C  4.599  -1.576  0.611
O  5.814  -1.570  0.929
H  -0.354  -2.458  -2.326
H  -2.197  -2.148  -2.088
H  -1.145  -3.130  -0.817
H  -1.662  -0.583  -0.173
H  0.147  -1.170  -0.152
H  -1.431  0.601  -2.316
H  -0.003  -0.391  -2.886
H  -0.230  2.224  -1.056
H  2.224  2.361  -2.667
H  0.939  1.432  -3.710
H  0.571  3.153  -3.055
H  1.033  3.073  0.866
H  5.874  1.486  3.222
H  1.217  -3.770  -2.466
H  1.828  -6.259  -1.404
H  3.700  -6.522  0.495
H  4.995  -4.391  1.438
O  -1.924  3.777  -1.934
C  -2.367  3.964  -0.829
O  -1.672  4.558  0.178
C  -2.452  4.520  1.380
C  -3.882  4.357  0.921
C  -3.727  3.542  -0.345
H  -2.112  3.678  1.989
H  -2.305  5.444  1.942
H  -4.523  3.889  1.669
H  -4.307  5.336  0.677
H  -3.715  2.468  -0.139
H  -4.497  3.785  -1.077
O  2.055  5.000  -1.944
C  3.215  5.017  -2.265
O  4.182  4.273  -1.662
C  5.457  4.614  -2.215
C  5.157  5.214  -3.569
C  3.816  5.879  -3.341
H  5.949  5.326  -1.545
H  6.075  3.718  -2.293
H  5.932  5.897  -3.919
H  5.049  4.417  -4.312
H  3.926  6.898  -2.961
H  3.203  5.868  -4.242
O  1.227  -4.318  5.410
C  2.257  -3.761  5.695
O  2.691  -3.569  6.971
C  3.888  -2.781  6.951
C  4.460  -2.965  5.566
C  3.220  -3.142  4.719
H  3.624  -1.740  7.157
H  4.572  -3.132  7.726
H  5.092  -2.134  5.247
H  5.062  -3.879  5.531
H  2.819  -2.184  4.380
H  3.403  -3.805  3.873
O  -1.538  -3.128  1.519
C  -1.913  -4.245  1.762
O  -2.975  -4.840  1.150
C  -3.211  -6.117  1.752
C  -1.900  -6.503  2.397
C  -1.326  -5.162  2.799
H  -4.019  -6.013  2.483
H  -3.516  -6.833  0.987
H  -2.018  -7.197  3.231
H  -1.248  -6.976  1.655
H  -1.671  -4.850  3.787
H  -0.237  -5.160  2.753
O  -5.859  -0.288  1.609
C  -6.237  -1.405  1.852
O  -7.299  -2.000  1.241
C  -7.538  -3.278  1.842
C  -6.228  -3.665  2.486
C  -5.651  -2.325  2.889
H  -8.346  -3.174  2.573
H  -7.845  -3.992  1.076
H  -6.347  -4.359  3.320
H  -5.576  -4.137  1.744
H  -5.996  -2.013  3.878
H  -4.562  -2.325  2.843
O  -1.151  4.879  -8.159
C  -1.604  5.063  -7.058
O  -0.920  5.659  -6.044
C  -1.711  5.617  -4.849
C  -3.136  5.450  -5.321
C  -2.968  4.636  -6.586
H  -1.375  4.775  -4.237
H  -1.573  6.541  -4.285
H  -3.783  4.979  -4.578
H  -3.562  6.428  -5.567
H  -2.954  3.563  -6.381
H  -3.732  4.878  -7.324

Calculated values
Energy relative to the best compared isomer or geometry (same formula, charge and spin): 946.4 kJ/mol
SMILES: CCC[C@H](C)c1cc(Cl)c(S)c2c1C(=O)c1ccccc1C2=O.O=C1CCCO1.O=C1CCCO1.O=C1CCCO1.O=C1CCCO1.O=C1CCCO1.O=C1CCCO1
Calculated total energy: -97465.67340 eV
Net charge: 0
HOMO energy: -8.7 eV


# 2
C21H44N3O5S | ωB97M-V with the def2-TZVPD basis set

Positions of all 74 atoms, in Å:
C  -1.481  -1.795  3.009
C  -2.015  -2.903  2.019
S  -2.268  -2.274  0.292
C  -3.938  -1.508  0.271
N  -4.003  -0.196  -0.402
C  -2.948  0.740  0.034
C  -1.968  0.922  -1.200
C  -0.505  1.264  -0.759
O  -0.278  2.346  -0.340
O  0.551  0.296  -0.825
C  0.947  0.050  -2.127
C  2.488  -0.055  -2.395
O  0.210  -0.127  -3.051
C  -3.582  2.170  0.303
O  -3.261  2.771  1.351
O  -4.419  2.698  -0.506
H  -1.847  -2.027  4.046
H  -1.770  -0.758  2.722
H  -0.366  -1.900  3.072
H  -1.241  -3.701  1.936
H  -2.955  -3.344  2.431
H  -4.399  -1.477  1.302
H  -4.604  -2.198  -0.315
H  -4.910  0.220  -0.165
H  -2.431  0.466  0.979
H  -2.360  1.667  -1.937
H  -1.957  -0.052  -1.756
H  2.901  0.955  -2.610
H  2.665  -0.783  -3.215
H  2.940  -0.512  -1.475
C  4.189  -2.493  -6.915
C  4.223  -0.970  -6.889
N  5.298  -0.428  -6.073
C  5.156  0.997  -5.805
C  5.231  1.956  -6.996
C  6.643  -0.870  -6.407
C  7.144  -0.624  -7.833
H  4.155  -2.902  -5.903
H  3.298  -2.833  -7.446
H  5.055  -2.911  -7.431
H  3.268  -0.635  -6.474
H  4.263  -0.597  -7.922
H  5.900  1.301  -5.062
H  4.191  1.150  -5.310
H  6.252  2.070  -7.361
H  4.893  2.949  -6.687
H  4.595  1.640  -7.825
H  6.705  -1.945  -6.210
H  7.352  -0.428  -5.701
H  6.404  -0.894  -8.588
H  8.032  -1.233  -8.018
H  7.434  0.415  -7.988
C  -2.907  1.460  9.185
C  -3.233  1.774  7.729
N  -2.533  0.925  6.782
C  -2.608  1.409  5.405
C  -3.983  1.453  4.738
C  -2.714  -0.508  6.951
C  -4.142  -1.059  6.907
H  -1.829  1.486  9.360
H  -3.372  2.202  9.837
H  -3.285  0.480  9.485
H  -2.938  2.812  7.551
H  -4.324  1.731  7.592
H  -1.932  0.818  4.780
H  -2.191  2.421  5.383
H  -4.332  0.457  4.466
H  -3.920  2.031  3.811
H  -4.736  1.930  5.369
H  -2.271  -0.796  7.911
H  -2.109  -1.035  6.208
H  -4.837  -0.467  7.505
H  -4.154  -2.076  7.311
H  -4.524  -1.118  5.889

Calculated values
Calculated total energy: -48033.83941 eV
Net charge: -1
HOMO energy: -4.2 eV


# 3
C12H31Br11N2OP2 | ωB97M-V with the def2-TZVPD basis set

Positions of all 59 atoms, in Å:
N  2.376  -0.467  -2.743
C  2.721  -0.369  -1.272
P  1.552  0.747  -0.249
C  2.528  2.361  -0.702
N  2.874  3.213  0.501
P  0.277  -0.902  0.389
O  -1.185  -1.036  -0.546
Br  -0.443  -0.358  2.509
H  1.753  -1.286  -2.942
H  1.980  0.418  -3.129
H  3.846  -0.003  -1.186
H  2.728  -1.488  -0.859
H  1.883  0.961  1.157
H  0.403  1.356  -0.911
H  3.510  2.149  -1.303
H  1.838  3.024  -1.404
H  3.268  2.652  1.294
H  2.090  3.834  0.800
H  -1.006  -1.433  -1.450
Br  3.522  -1.924  -2.661
C  4.178  -3.760  -2.638
C  4.998  -4.063  -3.871
Br  3.856  -4.348  -5.426
H  3.306  -4.410  -2.526
H  4.795  -3.830  -1.738
H  5.548  -5.000  -3.747
H  5.700  -3.266  -4.132
Br  -5.982  -2.440  -1.094
C  -5.433  -0.766  -0.259
C  -4.303  -0.988  0.721
Br  -4.957  -1.762  2.388
H  -6.325  -0.329  0.199
H  -5.106  -0.129  -1.086
H  -3.850  -0.035  1.008
H  -3.525  -1.656  0.342
Br  -1.379  4.066  3.700
C  -2.836  3.217  4.680
C  -3.463  2.104  3.873
Br  -4.632  2.813  2.481
H  -3.542  4.007  4.951
H  -2.374  2.821  5.589
H  -4.111  1.489  4.503
H  -2.730  1.462  3.377
Br  3.726  -3.554  0.749
C  5.005  -5.025  0.808
C  5.157  -5.562  2.212
Br  6.259  -4.381  3.305
H  5.941  -4.652  0.382
H  4.590  -5.790  0.146
H  5.687  -6.518  2.204
H  4.204  -5.684  2.735
Br  -7.194  4.679  0.175
C  -5.470  4.952  -0.695
C  -5.459  6.233  -1.496
Br  -6.426  6.022  -3.177
H  -5.271  4.061  -1.296
H  -4.745  5.002  0.122
H  -4.439  6.497  -1.787
H  -5.913  7.078  -0.971

Calculated values
Calculated total energy: -807011.76891 eV
Net charge: 0
HOMO energy: -7.8 eV


# 4
C3H7O2 | ωB97M-V with the def2-TZVPD basis set

Positions of all 12 atoms, in Å:
C  -0.353  0.310  -1.125
O  -0.940  0.720  0.081
C  0.946  -0.481  -0.936
H  -0.147  1.224  -1.721
H  -1.083  -0.268  -1.718
H  1.460  -0.682  -1.880
H  0.673  -1.381  -0.394
H  1.616  0.095  -0.305
O  -0.024  -0.991  2.069
C  -0.542  0.114  1.882
H  0.013  1.060  1.996
H  -1.619  0.278  2.051

Calculated values
Energy relative to the best compared isomer or geometry (same formula, charge and spin): 238.8 kJ/mol
Calculated total energy: -7318.47645 eV
Net charge: -1
HOMO energy: -3.1 eV


# 5
C4H7N3 | ωB97M-V with the def2-TZVPD basis set

Positions of all 14 atoms, in Å:
C  0.886  0.811  -1.169
N  -1.027  -0.297  0.006
C  0.197  0.144  -0.010
N  -1.676  -0.581  -1.166
C  -0.144  -0.809  2.209
C  0.891  -0.042  1.236
N  0.908  -1.393  1.918
H  -2.666  -0.396  -1.087
H  -1.276  -0.225  -2.029
H  -0.943  -0.797  2.922
H  1.651  0.654  1.568
H  1.776  1.336  -0.827
H  1.199  0.071  -1.908
H  0.223  1.524  -1.662

Calculated values
Energy relative to the best compared isomer or geometry (same formula, charge and spin): 362.4 kJ/mol
SMILES: C/C(=N\N)[C@H]1C=N1
Calculated total energy: -8727.92362 eV
Net charge: 0
HOMO energy: -8.0 eV


# 6
ClH10O5 | ωB97M-V with the def2-TZVPD basis set

Positions of all 16 atoms, in Å:
Cl  2.705  19.874  -16.546
O  0.903  18.046  -16.377
H  0.884  17.742  -15.470
H  1.516  18.782  -16.371
O  2.387  20.449  -19.041
H  2.471  19.799  -19.739
H  2.209  19.934  -18.254
O  2.576  20.043  -13.895
H  2.449  19.969  -14.841
H  2.280  19.202  -13.547
O  2.142  22.179  -15.544
H  2.526  21.352  -15.836
H  1.809  21.993  -14.666
O  4.197  17.919  -17.033
H  4.384  17.852  -16.097
H  3.727  18.748  -17.125

Calculated values
Energy relative to the best compared isomer or geometry (same formula, charge and spin): 347.9 kJ/mol
Calculated total energy: -22922.44292 eV
Net charge: -1
HOMO energy: -5.8 eV


# 7
C36H44N3PRh | ωB97M-V with the def2-TZVPD basis set

Positions of all 85 atoms, in Å:
Rh  1.786  -1.350  -0.064
N  -2.231  -3.912  1.456
N  -0.543  -2.474  -0.607
C  3.223  0.070  -0.417
C  3.750  -0.984  0.395
C  2.975  -1.048  1.593
C  3.160  -2.035  2.697
H  4.214  -2.315  2.779
H  2.586  -2.953  2.510
H  2.816  -1.613  3.645
C  1.959  -0.043  1.518
C  0.893  0.205  2.526
H  1.275  0.063  3.543
H  0.062  -0.499  2.383
H  0.486  1.212  2.419
C  2.098  0.643  0.262
C  1.214  1.739  -0.236
H  0.167  1.410  -0.221
H  1.469  2.000  -1.268
H  1.282  2.637  0.392
C  4.847  -1.914  0.011
H  5.352  -2.291  0.903
H  5.568  -1.408  -0.634
H  4.446  -2.775  -0.540
C  3.748  0.483  -1.748
H  3.212  -0.046  -2.545
H  4.811  0.245  -1.842
H  3.595  1.553  -1.908
C  -3.056  -4.179  2.455
H  -3.992  -4.684  2.195
C  -2.775  -3.859  3.797
H  -3.495  -4.128  4.564
C  -1.566  -3.224  4.082
H  -1.293  -2.954  5.103
C  -0.691  -2.943  3.032
H  0.286  -2.487  3.202
C  -1.039  -3.243  1.693
C  -0.003  -2.807  0.632
H  0.882  -3.481  0.577
C  0.272  -1.698  -1.363
C  -1.831  -2.508  -1.179
H  -2.617  -3.083  -0.721
C  -1.772  -1.729  -2.279
H  -2.530  -1.506  -3.008
N  -0.481  -1.189  -2.373
C  -0.049  -0.173  -3.290
C  1.178  -0.346  -3.945
C  1.679  0.715  -4.706
H  2.638  0.602  -5.217
C  0.975  1.918  -4.826
C  1.542  3.066  -5.609
H  2.090  3.770  -4.964
H  0.737  3.626  -6.101
H  2.240  2.705  -6.373
C  -0.259  2.045  -4.190
H  -0.826  2.974  -4.290
C  -0.790  1.012  -3.407
C  -2.072  1.227  -2.670
H  -2.871  0.551  -3.002
H  -2.407  2.256  -2.844
H  -1.954  1.105  -1.575
C  1.919  -1.645  -3.878
H  1.380  -2.454  -4.392
H  2.090  -1.978  -2.841
H  2.897  -1.536  -4.360
C  -4.483  1.128  0.828
P  -2.864  1.927  0.483
C  -3.416  3.661  0.229
C  -2.167  2.062  2.170
C  -2.398  1.050  3.121
C  -1.885  1.178  4.412
C  -1.115  2.292  4.759
C  -0.834  3.271  3.801
C  -1.335  3.150  2.504
H  -4.325  0.056  1.010
H  -4.969  1.591  1.699
H  -5.121  1.245  -0.060
H  -4.011  4.000  1.088
H  -2.538  4.306  0.104
H  -4.023  3.704  -0.685
H  -2.998  0.175  2.859
H  -2.097  0.401  5.150
H  -0.734  2.398  5.777
H  -0.230  4.143  4.064
H  -1.110  3.920  1.760

Calculated values
Energy relative to the best compared isomer or geometry (same formula, charge and spin): 65.9 kJ/mol
<S²>: 6.02
2S+1: 5
Calculated total energy: -54808.08380 eV
Net charge: -1
HOMO energy (alpha / beta): -0.1 / -4.6 eV


# 8
CH3N2O3S | ωB97M-V with the def2-TZVPD basis set

Positions of all 10 atoms, in Å:
C  -0.696  -0.343  -0.407
N  -1.396  0.836  0.062
N  -1.664  -0.569  0.571
O  1.787  0.853  1.200
O  2.384  -1.367  0.210
O  2.219  0.595  -1.270
S  1.832  -0.011  -0.014
H  -0.854  -0.550  -1.515
H  -1.028  1.429  0.853
H  -2.584  -0.874  0.310

Calculated values
Energy relative to the best compared isomer or geometry (same formula, charge and spin): 377.0 kJ/mol
Calculated total energy: -21041.15587 eV
Net charge: -1
HOMO energy (alpha / beta): -3.9 / -3.9 eV


# 9
C23H49N2O2P3Pd | ωB97M-V with the def2-TZVPD basis set

Positions of all 80 atoms, in Å:
Pd  -1.540  0.561  -1.153
P  -1.104  1.093  -3.531
P  -0.502  2.232  0.102
P  -0.849  -1.635  -0.869
H  -1.222  0.504  4.178
C  -0.838  -0.518  4.274
C  0.324  -0.901  3.736
H  0.931  -0.230  3.117
C  -2.578  2.079  -3.904
C  0.326  1.988  -4.210
C  -1.224  -0.487  -4.398
C  -0.760  1.946  1.879
C  1.305  2.368  -0.103
C  -1.121  3.904  -0.263
C  -0.955  -2.164  0.862
C  0.862  -1.964  -1.389
C  -1.930  -2.810  -1.738
H  -1.443  -1.217  4.864
H  0.719  -1.910  3.904
H  -2.685  2.204  -4.991
H  -2.494  3.074  -3.446
H  -3.481  1.588  -3.513
H  0.210  2.120  -5.293
H  1.244  1.413  -4.015
H  0.409  2.971  -3.723
H  -1.175  -0.304  -5.479
H  -2.177  -0.978  -4.159
H  -0.396  -1.151  -4.116
H  -1.147  2.867  2.336
H  0.191  1.665  2.348
H  -1.488  1.133  1.998
H  1.588  3.428  -0.054
H  1.603  1.972  -1.081
H  1.834  1.809  0.687
H  -0.489  4.655  0.234
H  -2.151  3.996  0.102
H  -1.106  4.082  -1.347
H  -0.950  -3.259  0.910
H  -1.884  -1.776  1.290
H  -0.113  -1.771  1.438
H  1.034  -3.048  -1.454
H  1.554  -1.534  -0.652
H  1.054  -1.510  -2.370
H  -1.718  -3.830  -1.388
H  -1.775  -2.758  -2.822
H  -2.977  -2.569  -1.516
C  -4.625  -0.217  -0.227
C  -5.303  0.719  -1.079
C  -6.613  0.512  -1.472
C  -7.323  -0.617  -1.031
C  -6.682  -1.567  -0.219
C  -5.371  -1.381  0.195
O  -3.400  -0.030  0.155
H  -0.183  0.904  -2.124
H  -4.735  1.588  -1.401
H  -7.082  1.247  -2.123
H  -8.356  -0.789  -1.343
H  -7.224  -2.458  0.108
H  -4.850  -2.094  0.833
C  4.257  0.301  -0.286
N  4.730  -0.234  0.963
C  5.747  -1.253  0.918
C  6.426  -1.362  2.260
C  5.400  -1.551  3.348
N  4.411  -0.508  3.261
C  3.617  -0.235  4.430
C  3.965  0.021  2.075
O  2.925  0.710  2.031
H  4.039  1.368  -0.180
H  3.341  -0.199  -0.630
H  5.036  0.165  -1.043
H  5.311  -2.230  0.642
H  6.464  -0.973  0.139
H  7.002  -0.451  2.455
H  7.119  -2.207  2.258
H  5.857  -1.488  4.341
H  4.931  -2.548  3.249
H  2.643  -0.741  4.401
H  4.176  -0.572  5.309
H  3.431  0.842  4.507

Calculated values
Energy relative to the best compared isomer or geometry (same formula, charge and spin): 116.2 kJ/mol
<S²>: 6.05
2S+1: 5
Calculated total energy: -63025.75555 eV
Net charge: +4
HOMO energy (alpha / beta): -18.8 / -19.3 eV


# 10
C14H16OS2 | ωB97M-V with the def2-TZVPD basis set

Positions of all 33 atoms, in Å:
C  -4.888  -2.182  -0.464
C  -4.043  -0.933  -0.376
O  -2.635  -1.251  -0.153
C  -1.830  -0.154  0.043
S  -0.267  -0.846  0.551
S  -2.317  1.407  -0.130
H  -5.936  -1.879  -0.585
H  -4.628  -2.810  -1.323
H  -4.845  -2.791  0.447
H  -4.113  -0.359  -1.310
H  -4.363  -0.332  0.486
C  2.023  -0.797  1.709
C  2.224  -0.180  3.126
C  1.612  1.189  3.009
C  0.999  1.379  1.818
C  1.188  0.237  0.871
C  1.738  0.657  -0.506
C  1.344  1.873  -1.082
C  1.370  2.066  -2.462
C  1.843  1.051  -3.308
C  2.342  -0.126  -2.729
C  2.309  -0.308  -1.336
H  2.970  -1.003  1.217
H  1.500  -1.746  1.893
H  1.758  -0.821  3.895
H  3.301  -0.155  3.374
H  1.691  1.888  3.849
H  0.503  2.277  1.485
H  0.927  2.653  -0.450
H  1.001  3.001  -2.891
H  1.817  1.167  -4.395
H  2.730  -0.932  -3.363
H  2.676  -1.240  -0.909

Calculated values
Energy relative to the best compared isomer or geometry (same formula, charge and spin): 92.4 kJ/mol
SMILES: CCOC(=S)S[C@@]1(c2ccccc2)C=CCC1
Calculated total energy: -38494.16201 eV
Net charge: 0
HOMO energy: -8.6 eV


What is the calculated total energy in the tenth record? -38494.16201 eV